{"formula": "C10H12BNO4", "method": "ωB97M-V with the def2-TZVPD basis set", "smiles": "O=C1C=C(O)C(=O)C=C1O.[H]/N=C/CBC=C", "lumo_ev": -1.68, "elements": ["H", "C", "H", "O", "O", "H", "C", "C", "H", "H", "H", "N", "C", "C", "C", "O", "C", "H", "H", "C", "C", "H", "O", "H", "B", "H", "C", "H"], "xyz": [[4.28, -0.75, 2.08], [2.91, 0.73, 3.20], [0.98, -0.13, 1.21], [0.75, -2.01, -3.67], [0.87, -0.68, -1.27], [-1.31, 0.33, -0.23], [-2.64, -0.34, -1.75], [4.23, 0.27, 2.64], [-0.88, 2.29, 2.61], [0.49, 1.57, 0.39], [2.51, 0.35, 4.24], [-1.13, 0.10, 3.02], [0.77, 1.02, 1.39], [-1.59, -1.63, -3.66], [-0.53, 1.18, 2.42], [-3.91, -1.19, -3.53], [-0.39, -1.49, -3.08], [1.48, -1.78, -3.06], [-1.91, 0.48, 3.61], [-1.44, -0.20, -1.17], [-2.80, -1.07, -3.03], [2.33, 2.89, 2.05], [-3.77, 0.21, -1.17], [5.12, 1.03, 2.76], [2.04, 1.76, 2.20], [-4.51, -0.03, -1.78], [-0.24, -0.78, -1.79], [-1.71, -2.14, -4.60]]}


{"formula": "C10H12BrN2O2SbSeZr", "method": "ωB97M-V with the def2-TZVPD basis set", "charge": 2, "lumo_ev": -8.78, "elements": ["C", "C", "N", "C", "O", "C", "H", "H", "H", "Br", "H", "H", "Se", "H", "C", "C", "H", "C", "H", "N", "C", "H", "C", "Zr", "Sb", "O", "C", "H", "H", "H"], "xyz": [[-2.55, 1.97, -2.04], [-2.56, -1.86, 2.38], [1.30, 1.29, -0.57], [-0.03, -3.41, 0.76], [0.56, 3.85, 1.66], [3.52, 0.89, -1.30], [0.66, -3.38, -0.08], [-3.35, -1.13, 2.22], [-2.95, -2.87, 2.27], [1.27, -0.71, -2.33], [-0.77, -4.19, 0.60], [0.52, -3.61, 1.68], [-3.71, 1.85, -0.73], [-2.14, -1.73, 3.38], [3.93, 1.93, -0.46], [-2.23, -1.59, -0.89], [-2.05, -2.57, -1.33], [2.17, 0.62, -1.31], [-3.28, -1.48, -0.64], [-1.49, 1.81, -2.57], [0.52, 2.90, 0.97], [4.22, 0.33, -1.91], [1.69, 2.28, 0.24], [-0.87, 0.85, -0.74], [-1.02, -1.55, 0.95], [-0.62, 2.20, 0.66], [3.02, 2.64, 0.32], [-2.07, -0.91, -1.76], [4.99, 2.18, -0.42], [3.33, 3.44, 0.98]]}


{"formula": "C10H12BrO2P", "method": "ωB97M-V with the def2-TZVPD basis set", "lumo_ev": [-0.66, -0.91], "elements": ["O", "H", "H", "H", "H", "C", "H", "C", "C", "C", "C", "H", "H", "P", "C", "Br", "H", "C", "H", "H", "C", "O", "H", "H", "C", "C"], "xyz": [[0.02, -0.94, 2.53], [-2.40, -2.30, 1.31], [0.78, 2.19, 0.02], [-1.80, 0.39, -2.62], [1.94, 1.83, -4.09], [1.16, 1.69, -3.31], [1.39, -0.54, 4.08], [-0.62, 1.36, -1.15], [-2.48, 1.24, 0.63], [1.33, -0.70, 3.01], [1.39, 2.41, -2.12], [2.05, -1.51, 2.67], [2.38, 3.06, -2.04], [-0.11, -1.35, 1.01], [-1.37, -2.72, 1.06], [-3.01, 0.17, 2.20], [-1.25, -3.20, 0.21], [-0.95, 0.89, -2.44], [-3.20, 1.92, 0.26], [-0.23, 0.36, -4.27], [-1.36, 1.02, 0.00], [1.17, -1.60, 0.39], [-1.10, -3.42, 1.79], [1.85, 0.21, 2.67], [0.64, 2.02, -0.99], [-0.01, 0.92, -3.44]]}


{"formula": "C10H12Cl6F6O4", "method": "ωB97M-V with the def2-TZVPD basis set", "smiles": "CCOC(=O)C(F)(F)F.CCOC(=O)C(F)(F)F.ClC(Cl)Cl.ClC(Cl)Cl", "lumo_ev": 0.44, "elements": ["C", "C", "H", "H", "H", "C", "C", "Cl", "O", "H", "H", "H", "C", "Cl", "H", "H", "O", "F", "F", "Cl", "Cl", "H", "Cl", "F", "F", "C", "C", "C", "Cl", "C", "O", "F", "C", "H", "O", "H", "H", "F"], "xyz": [[-2.96, 0.84, 3.28], [-3.69, 0.63, 5.50], [6.52, -2.99, -4.21], [-3.69, -0.35, 1.65], [-2.70, -1.21, 2.90], [4.43, 0.30, -3.39], [3.40, 0.26, -2.23], [-0.29, -0.60, -1.55], [5.22, -0.76, -3.37], [6.09, -0.02, -5.11], [-4.41, -0.80, 3.20], [-3.71, 1.62, 3.13], [-3.77, 2.38, -1.87], [-0.40, -2.15, 0.85], [-2.10, -0.90, -0.01], [-4.71, 2.80, -2.19], [-2.69, 0.78, 4.68], [2.15, 0.36, -2.69], [3.63, 1.32, -1.46], [-2.13, -2.80, -1.45], [-2.61, 2.34, -3.23], [6.96, -2.21, -5.80], [-3.15, 3.46, -0.64], [-4.20, 1.34, 7.70], [3.49, -0.86, -1.52], [-3.26, 0.74, 6.99], [6.26, -0.82, -4.38], [-1.38, -1.53, -0.52], [-4.07, 0.76, -1.26], [6.29, -2.22, -4.94], [4.53, 1.26, -4.08], [-3.02, -0.48, 7.50], [-3.49, -0.48, 2.71], [5.31, -2.51, -5.33], [-4.85, 0.45, 5.26], [-2.09, 1.13, 2.69], [7.20, -0.53, -3.90], [-2.12, 1.45, 7.11]]}


{"formula": "C10H12ClN2O2", "method": "ωB97M-V with the def2-TZVPD basis set", "charge": 1, "lumo_ev": -3.77, "elements": ["H", "N", "H", "C", "C", "H", "C", "C", "C", "H", "C", "H", "C", "O", "H", "O", "H", "H", "C", "H", "C", "H", "Cl", "C", "N", "H", "H"], "xyz": [[2.36, -1.87, 1.20], [-2.29, 0.87, 0.16], [-2.96, 0.15, 0.50], [2.40, -1.90, 0.11], [-1.12, 0.95, 0.79], [3.57, 0.39, -0.09], [2.51, 0.63, -0.20], [-2.62, 1.65, -0.87], [-3.82, -2.31, 1.26], [-3.58, 1.48, -1.34], [-0.52, 2.78, -0.65], [1.90, -2.80, -0.25], [2.08, 1.48, 0.96], [0.67, -0.72, -1.02], [-4.22, -2.92, 2.08], [-3.76, -1.11, 1.32], [0.17, 3.54, -0.96], [2.83, 1.66, 1.72], [-1.74, 2.63, -1.29], [3.44, -1.93, -0.18], [1.72, -0.68, -0.43], [-2.00, 3.26, -2.12], [-0.82, -0.15, 2.05], [-0.17, 1.92, 0.40], [0.97, 2.04, 1.13], [2.37, 1.22, -1.11], [-3.47, -2.87, 0.38]]}


{"formula": "C10H12ClNO4Pt", "method": "ωB97M-V with the def2-TZVPD basis set", "spin_multiplicity": 5, "charge": 2, "lumo_ev": [-7.48, -12.04], "elements": ["H", "C", "N", "H", "C", "H", "H", "C", "C", "H", "H", "H", "H", "O", "C", "Cl", "C", "C", "H", "H", "H", "O", "C", "O", "O", "Pt", "C", "C", "H"], "xyz": [[1.12, -1.17, -2.49], [-1.91, -0.66, 0.22], [-0.67, 0.29, 4.10], [-0.98, 0.47, 5.07], [0.85, -1.46, 0.98], [1.30, 0.80, 3.43], [-1.31, 0.37, -4.06], [0.99, -0.17, -2.06], [-1.43, 0.07, -3.01], [-0.79, 2.71, -1.69], [-1.42, -1.02, -2.97], [0.52, 2.00, 4.51], [-0.27, -0.65, 4.06], [-2.99, -0.79, 0.60], [0.37, 1.29, 3.71], [-1.31, -4.06, -2.55], [1.29, 2.00, -1.25], [-0.29, 0.56, -2.19], [1.75, 2.88, -0.87], [3.01, 0.57, -1.35], [-2.38, 0.50, -2.66], [0.35, 2.91, 1.96], [1.95, 0.74, -1.48], [-1.39, 1.47, 2.09], [1.46, -2.08, 1.75], [-0.09, 0.03, 0.06], [-0.07, 1.90, -1.67], [-0.25, 1.99, 2.46], [-1.44, 0.46, 3.36]]}


{"formula": "C10H12CoN5O2STe4", "method": "ωB97M-V with the def2-TZVPD basis set", "spin_multiplicity": 4, "charge": -1, "lumo_ev": [2.19, 1.86], "elements": ["C", "C", "Te", "N", "Te", "H", "C", "H", "Co", "C", "C", "C", "C", "H", "H", "H", "H", "Te", "H", "N", "N", "N", "C", "Te", "O", "C", "H", "C", "O", "H", "H", "N", "H", "S", "H"], "xyz": [[2.30, 0.74, 2.23], [0.74, 3.18, -1.68], [-0.53, -4.43, 3.33], [0.82, -1.50, 2.07], [0.83, -3.53, -0.75], [0.15, 3.00, 0.39], [-0.96, 1.03, -2.12], [-0.38, 1.18, -4.18], [-0.83, -2.70, 1.27], [2.00, -1.55, 2.65], [-0.81, 1.54, -0.84], [0.05, 2.62, -0.62], [-0.26, 1.58, -3.18], [2.30, -2.52, 3.03], [1.44, 2.63, -4.82], [-2.93, -1.79, 0.00], [-3.40, -3.33, 0.31], [-2.48, -2.57, 3.44], [-1.63, 0.19, -2.28], [-2.63, -2.76, -0.02], [-0.81, -0.46, 0.94], [1.12, 0.83, 1.63], [0.40, -0.31, 1.57], [-0.58, -5.31, 0.72], [-2.87, 0.22, -0.11], [2.81, -0.43, 2.77], [2.88, 1.66, 2.28], [0.60, 2.66, -2.96], [-1.83, 1.79, 1.51], [-2.43, -3.01, -0.98], [3.77, -0.48, 3.25], [1.29, 3.25, -4.04], [1.40, 4.02, -1.51], [-1.69, 0.79, 0.49], [2.12, 3.74, -3.78]]}


{"formula": "C10H12F6MgN4O6S2", "method": "ωB97M-V with the def2-TZVPD basis set", "lumo_ev": 0.21, "elements": ["H", "O", "F", "F", "O", "O", "H", "C", "H", "N", "C", "C", "F", "H", "C", "H", "S", "Mg", "H", "N", "C", "C", "C", "O", "S", "F", "H", "H", "O", "N", "H", "H", "F", "C", "O", "C", "N", "H", "F", "C", "H"], "xyz": [[-1.57, 3.21, 4.31], [-1.89, -0.63, -0.01], [4.86, 2.73, 0.80], [-1.39, -3.49, -1.08], [-4.22, -0.92, -0.64], [2.20, 2.70, 2.15], [0.26, -1.50, -4.50], [-0.75, 2.49, 4.26], [-0.88, 1.79, 5.09], [-0.78, 1.95, -0.72], [-2.35, -2.77, -1.61], [-0.87, 1.70, 3.04], [4.33, 0.68, 1.33], [1.25, -4.52, 2.31], [-1.33, 4.19, -2.03], [0.76, -4.93, 0.72], [-2.98, -1.64, -0.23], [-0.15, 0.17, 0.30], [-1.92, 3.74, -2.83], [0.26, -1.83, 1.21], [4.13, 1.65, 0.49], [-1.02, 2.94, -1.29], [0.72, -1.18, -2.49], [-3.01, -2.49, 0.95], [2.29, 2.21, 0.74], [-1.86, -2.12, -2.62], [-0.46, -4.92, 2.07], [-0.41, 4.68, -2.34], [1.48, 1.00, 0.57], [0.60, -0.64, -1.46], [2.00, -1.76, -4.01], [0.71, -2.96, -3.59], [-3.44, -3.53, -1.91], [0.95, -1.91, -3.75], [1.92, 3.15, -0.29], [0.40, -4.43, 1.62], [-0.90, 1.07, 2.03], [-1.98, 4.87, -1.48], [4.47, 1.28, -0.73], [0.34, -2.97, 1.39], [0.24, 2.94, 4.24]]}


{"formula": "C10H12FISi", "method": "ωB97M-V with the def2-TZVPD basis set", "lumo_ev": [-0.41, -0.42], "elements": ["C", "H", "H", "F", "H", "C", "H", "Si", "H", "H", "H", "H", "C", "C", "C", "H", "I", "C", "C", "H", "H", "C", "C", "C", "H"], "xyz": [[-1.68, 1.72, 1.81], [-0.67, -1.66, -3.69], [1.44, -0.36, 2.17], [-0.94, 3.00, 3.72], [1.66, -3.33, -0.38], [0.60, 0.21, 2.06], [-1.91, 0.93, -0.06], [0.34, -1.13, -0.64], [0.97, 1.53, 3.77], [2.80, -1.76, -0.37], [-1.98, -1.87, -0.87], [1.28, 1.04, -3.36], [1.80, -2.25, -0.18], [-1.32, -1.88, -2.91], [-1.11, -1.74, -1.62], [-2.16, -2.36, -3.46], [0.10, 2.93, -1.83], [-0.86, 1.95, 2.90], [-1.28, 0.84, 0.85], [-2.65, 2.19, 1.73], [1.83, -2.17, 0.86], [0.34, 1.23, 2.97], [-0.14, 0.01, 0.87], [1.31, 1.36, -2.40], [2.24, 1.59, -1.95]]}


{"formula": "C10H12INOS", "method": "ωB97M-V with the def2-TZVPD basis set", "lumo_ev": [-0.07, -0.07], "elements": ["H", "I", "C", "H", "N", "C", "C", "C", "O", "H", "H", "H", "H", "C", "S", "H", "H", "H", "C", "C", "H", "H", "H", "C", "C", "C"], "xyz": [[-0.58, 2.08, -0.05], [-5.62, 0.53, -0.16], [-2.52, 0.87, -0.35], [2.86, -1.32, 1.92], [2.25, -0.49, 1.76], [3.08, -1.14, -0.84], [3.87, -1.11, -2.15], [-2.08, 1.03, 2.48], [-0.19, 0.21, -0.47], [3.43, -3.06, -1.62], [-0.66, -0.58, -0.70], [3.36, -1.38, -3.08], [-1.83, 0.89, -2.28], [-2.60, 0.78, -1.68], [2.56, -0.06, 0.25], [4.83, -2.56, -0.46], [4.78, -0.50, -2.12], [-0.09, 1.11, 2.25], [-3.44, 0.85, 1.95], [-3.60, 0.78, 0.64], [-4.21, 1.04, 2.66], [-1.92, 1.30, 3.50], [-3.55, 0.78, -2.17], [3.97, -2.26, -1.16], [-1.01, 1.10, 1.72], [-1.09, 1.11, 0.18]]}


{"formula": "C10H12N2O3", "method": "ωB97M-V with the def2-TZVPD basis set", "smiles": "C=C1C/C2=[N+](\\[O-])O/C(OC)=N\\C=C/[C@H]2C1", "lumo_ev": 0.65, "elements": ["H", "C", "C", "C", "N", "C", "C", "O", "H", "H", "H", "O", "H", "C", "H", "C", "O", "H", "C", "N", "H", "H", "H", "H", "C", "H", "C"], "xyz": [[0.93, -2.03, -1.22], [0.18, 0.83, -0.20], [-2.75, -0.21, -0.36], [0.25, -0.54, 0.32], [-2.29, -1.08, -1.11], [2.41, 0.14, -0.24], [1.67, -0.62, 0.77], [-4.04, -0.25, -0.08], [1.70, 2.31, -0.59], [-4.51, 1.69, 0.37], [2.20, -1.53, 1.03], [-2.07, 0.68, 0.37], [1.41, 1.16, -1.81], [-4.55, 0.64, 0.90], [-3.95, 0.58, 1.84], [-1.14, -1.45, -1.58], [-1.36, 2.51, -0.74], [-1.29, -1.96, -2.50], [0.04, -1.43, -0.92], [-0.96, 1.46, -0.25], [-5.70, 0.55, 0.80], [4.23, -0.92, -0.47], [4.04, 0.51, -1.67], [-0.48, -0.72, 1.08], [1.50, 1.26, -0.77], [1.67, 0.07, 1.58], [3.63, -0.07, -0.78]]}


{"formula": "C10H12N2O4", "method": "ωB97M-V with the def2-TZVPD basis set", "smiles": "COC(=O)c1noc2c1CN(C(C)=O)CC2", "lumo_ev": 0.37, "elements": ["C", "H", "H", "N", "C", "H", "O", "C", "O", "H", "H", "C", "C", "C", "C", "O", "H", "H", "N", "O", "H", "H", "H", "C", "H", "C", "C", "H"], "xyz": [[1.27, 0.91, -2.10], [-0.69, -2.41, 1.49], [1.44, 1.74, 3.20], [-0.03, 2.85, -1.16], [-0.29, 2.27, 0.99], [-1.55, 2.06, 2.64], [-0.99, -0.88, 4.10], [-0.25, -2.44, 2.50], [1.57, 1.53, -3.26], [-0.28, 3.36, 2.77], [0.14, 1.31, 4.24], [0.58, 1.69, -1.00], [0.87, 0.04, 1.14], [0.39, 1.36, 3.19], [-0.36, -1.03, 3.06], [-0.54, 3.26, 0.11], [1.98, 0.01, 1.16], [0.79, -2.74, 2.47], [0.31, 0.07, 2.49], [1.60, -0.21, -1.79], [1.50, 0.04, -4.71], [3.07, 0.24, -3.85], [-0.83, -3.17, 3.05], [2.22, 0.77, -4.29], [0.53, -0.87, 0.64], [-0.52, 2.34, 2.46], [0.36, 1.27, 0.38], [2.53, 1.46, -5.10]]}


{"formula": "C10H12N2O4STi", "method": "ωB97M-V with the def2-TZVPD basis set", "spin_multiplicity": 2, "charge": 3, "lumo_ev": [-15.15, -15.04], "elements": ["H", "C", "C", "H", "N", "H", "C", "H", "C", "H", "H", "C", "Ti", "C", "H", "H", "N", "C", "H", "H", "O", "S", "C", "C", "H", "C", "H", "O", "O", "O"], "xyz": [[-1.88, -1.54, 1.29], [-0.26, 1.07, -5.50], [-0.33, 1.87, 1.31], [0.62, -1.40, 4.69], [1.31, -1.37, 1.38], [0.62, -2.89, 3.75], [0.06, -1.35, 0.90], [0.67, 1.62, -5.67], [-0.26, -0.24, -5.19], [-1.20, -0.81, -5.08], [-1.11, -0.41, 3.35], [0.52, -1.80, 3.68], [-0.29, 1.53, -0.62], [1.74, 1.31, -0.91], [2.00, -1.01, 0.73], [2.57, -1.70, 2.99], [-0.96, -1.72, 1.70], [-0.27, 3.43, -1.52], [1.73, -0.16, 3.05], [-1.20, 1.62, -5.65], [-0.36, 2.05, 2.47], [-0.24, -0.88, -0.76], [-2.36, 1.40, -0.89], [1.61, -1.22, 2.81], [-1.63, -2.08, 3.66], [-0.87, -1.47, 3.16], [0.68, -0.81, -5.11], [2.89, 1.18, -1.02], [-3.51, 1.33, -0.96], [-0.26, 4.48, -2.01]]}


{"formula": "C10H12N2O5PdS", "method": "ωB97M-V with the def2-TZVPD basis set", "spin_multiplicity": 3, "charge": 2, "lumo_ev": [-7.98, -11.30], "elements": ["C", "H", "H", "H", "Pd", "C", "C", "O", "H", "O", "C", "S", "H", "H", "O", "C", "H", "O", "O", "H", "N", "C", "H", "C", "N", "C", "H", "C", "H", "H", "C"], "xyz": [[0.67, 0.70, 3.75], [-0.01, 4.93, 0.12], [0.38, -0.21, 4.29], [0.16, 3.85, -1.29], [-0.73, -1.81, -1.52], [0.24, -0.76, -2.96], [-2.14, -2.16, -2.95], [-3.14, -2.08, -3.51], [-1.45, 2.93, 0.43], [2.21, -2.74, -0.70], [-0.36, 2.86, 0.57], [-1.96, -0.18, -0.15], [1.98, -0.39, 2.41], [1.43, 3.90, -0.05], [-1.77, -4.37, 0.00], [1.16, -2.37, -0.97], [-0.21, 1.35, 3.70], [0.74, -0.13, -3.77], [-0.11, -6.10, -5.32], [1.53, 1.23, 1.82], [0.07, -0.22, 1.56], [1.17, 0.35, 2.37], [-0.13, 2.90, 1.65], [0.35, 3.95, -0.21], [0.13, 1.54, 0.04], [-0.48, 0.39, 0.52], [-0.44, -1.02, 1.94], [-1.32, -3.51, -0.61], [1.45, 1.22, 4.32], [0.07, 1.59, -0.99], [0.54, -5.65, -4.48]]}


{"formula": "C10H12N2O5PdS", "method": "ωB97M-V with the def2-TZVPD basis set", "spin_multiplicity": 3, "charge": 2, "lumo_ev": [-7.79, -9.62], "elements": ["C", "C", "C", "H", "O", "H", "C", "C", "H", "H", "O", "H", "S", "C", "H", "Pd", "C", "H", "N", "H", "O", "C", "O", "H", "H", "C", "C", "O", "H", "H", "N"], "xyz": [[-1.29, 1.55, -0.01], [-0.50, -0.77, 3.28], [-2.94, -0.75, 5.69], [-3.35, -2.05, 4.01], [2.44, 1.94, 0.12], [-3.42, -1.40, 6.42], [-0.08, -0.05, -2.31], [-2.49, -1.58, 4.50], [2.47, -2.94, 4.93], [2.06, -2.55, 6.61], [-1.93, 2.49, 0.10], [-3.65, 0.02, 5.39], [0.26, 0.52, 2.40], [1.64, -2.74, 5.62], [1.00, -2.08, 3.21], [-0.03, -0.05, -0.07], [-1.64, -1.30, 0.03], [1.48, -0.63, 5.13], [-1.81, -0.74, 3.48], [-2.08, -0.27, 6.18], [0.01, 0.04, -3.44], [0.84, -1.53, 5.18], [1.97, -2.50, 0.18], [1.01, -3.63, 5.68], [0.01, -1.33, 5.88], [1.22, -1.66, -0.04], [1.59, 1.20, -0.10], [-2.53, -2.01, 0.03], [-1.78, -2.36, 4.77], [-2.31, 0.07, 3.12], [0.24, -1.79, 3.84]]}


{"formula": "C10H12N2OOsSe2Te2", "method": "ωB97M-V with the def2-TZVPD basis set", "lumo_ev": [-2.03, -2.03], "elements": ["C", "H", "H", "C", "C", "C", "C", "H", "C", "C", "C", "H", "Te", "H", "Os", "O", "H", "H", "Se", "N", "H", "C", "C", "H", "N", "Se", "H", "H", "H", "Te"], "xyz": [[-0.18, -1.99, -2.72], [1.63, -3.15, -2.74], [-1.39, 1.62, -1.31], [3.23, -1.92, 2.55], [-1.07, 0.95, -0.51], [-1.93, -0.35, 1.32], [-3.08, 1.61, 0.59], [-0.65, -2.56, -3.52], [1.10, -2.32, -2.29], [0.99, -0.52, -0.68], [-0.87, -0.94, -2.14], [-2.58, 2.25, 1.33], [3.72, 3.97, 0.59], [-2.84, -0.63, 1.84], [2.16, 0.30, 0.72], [3.84, -2.63, 3.26], [-1.27, 0.17, 2.03], [-4.01, 1.25, 1.03], [3.17, 1.83, -0.66], [2.57, -1.25, 1.81], [-3.34, 2.22, -0.28], [-0.29, -0.19, -1.11], [1.68, -1.60, -1.26], [-1.87, -0.69, -2.46], [-2.27, 0.48, 0.18], [1.46, 1.64, 2.48], [2.67, -1.89, -0.91], [-0.43, 1.54, 0.17], [-1.43, -1.26, 0.99], [1.29, 4.03, 1.70]]}